{
  "formula": "C26H64O13PS2",
  "method": "ωB97M-V/def2-TZVPD",
  "charge": 1,
  "lumo_energy_ev": -4.472,
  "e_homo_ev": -10.4,
  "e_tot_ev": -85559.106,
  "molar_mass_g_mol": 679.9,
  "symbols": ["S", "S", "P", "O", "O", "O", "O", "O", "O", "O", "O", "O", "O", "O", "O", "O", "C", "C", "C", "C", "C", "C", "C", "C", "C", "C", "C", "C", "C", "C", "C", "C", "C", "C", "C", "C", "C", "C", "C", "C", "C", "C", "H", "H", "H", "H", "H", "H", "H", "H", "H", "H", "H", "H", "H", "H", "H", "H", "H", "H", "H", "H", "H", "H", "H", "H", "H", "H", "H", "H", "H", "H", "H", "H", "H", "H", "H", "H", "H", "H", "H", "H", "H", "H", "H", "H", "H", "H", "H", "H", "H", "H", "H", "H", "H", "H", "H", "H", "H", "H", "H", "H", "H", "H", "H", "H"],
  "xyz": [[-0.1347, 1.8698, 3.2953], [2.8978, 0.8857, 2.3073], [1.6788, 2.5456, 2.9221], [-4.4472, -2.5841, -0.2138], [-1.9654, -0.9206, 0.9652], [0.5647, -4.7281, -4.1503], [3.4464, -2.6675, -1.2258], [-1.9294, -3.7002, -5.6782], [-1.2353, 5.6603, 2.8299], [-3.4280, 7.0593, 4.4782], [6.1551, -4.0291, -1.8748], [-4.5837, 0.4897, 0.1668], [5.4749, 1.7025, 2.5811], [-1.6280, -3.3291, -2.5021], [-3.7294, 6.6883, 1.3020], [5.8735, -1.8848, 0.5000], [-3.8124, 7.4285, 0.0960], [0.4350, -3.3455, -3.7947], [6.4487, -5.3949, -2.1145], [6.2566, -0.5595, 0.8359], [5.6857, 3.0969, 2.9905], [-5.3877, -3.5841, 0.1396], [5.1799, -3.5127, -2.7836], [-0.6570, -0.4981, 0.6105], [-2.0159, 7.2585, 4.5579], [4.4682, -2.3062, -2.1667], [-2.1768, -3.8058, -1.2823], [-4.1857, -0.0408, 1.4377], [-0.2159, -3.1299, -2.4224], [-1.2333, -4.9377, -5.8442], [-1.3650, 7.0429, 3.1855], [-2.0124, -2.9599, -6.8842], [-4.9987, -1.6033, -1.0955], [4.4631, 1.0157, 3.3950], [4.5525, -2.1984, 0.9435], [-2.4518, 4.9873, 2.4739], [3.9038, -3.2295, 0.0110], [-4.2192, -0.2910, -0.9810], [-3.0333, 5.4507, 1.1360], [-3.9768, 6.5826, 5.6979], [-2.6786, 0.0756, 1.6993], [-0.6518, -5.4012, -4.5064], [-2.4976, -2.0049, -6.6681], [-4.5487, -1.0589, 1.5712], [6.3076, -0.4439, 1.9209], [-2.0595, -3.0565, -0.4962], [-2.4776, -0.0976, 2.7632], [4.2451, 1.4949, 4.4389], [-1.3823, -5.3450, -3.6983], [-3.1823, 5.0434, 3.2820], [5.0481, 3.4558, 3.9028], [-3.2410, -3.9987, -1.4399], [-6.0532, -1.4228, -0.8616], [3.9450, -1.7772, -2.9725], [-3.1405, -0.4478, -1.0224], [-2.1780, 3.9300, 2.3724], [-4.7005, 0.5760, 2.1822], [5.5543, 0.1614, 0.4078], [-0.2015, -1.2792, -0.0035], [6.8474, 3.2404, 3.2142], [5.5411, -6.0022, -2.0429], [4.4420, -4.2814, -3.0365], [-3.4984, 5.6438, 5.9910], [1.4603, -2.9640, -3.7393], [-5.6850, -4.1553, -0.7446], [4.6391, -2.6205, 1.9517], [-0.3397, 7.4244, 3.2409], [2.2260, 3.0879, 4.1678], [-4.9159, -1.9951, -2.1143], [-0.0657, -2.7815, -4.5803], [1.6844, 3.6308, 1.9712], [-2.3389, 1.0794, 1.4298], [0.2354, -3.8098, -1.6946], [6.9088, -5.5173, -3.0995], [-1.8508, 8.2927, 4.8826], [-3.7568, 4.7142, 0.7720], [3.0031, -3.6059, 0.5079], [-4.2976, 8.3835, 0.3122], [-4.9177, -4.2580, 0.8602], [-2.6064, -3.5046, -7.6241], [-1.6984, -4.7446, -0.9892], [-0.4254, -4.8316, -6.5759], [-2.2254, 5.5569, 0.4043], [3.9291, -1.3010, 0.9836], [-1.8657, 7.6070, 2.4000], [-1.5646, 6.5786, 5.2856], [4.8340, -0.1125, 3.5026], [-5.0410, 6.3897, 5.5403], [-1.9568, -5.6743, -6.2082], [-0.3780, -6.4584, -4.6079], [-6.2664, -3.1359, 0.6136], [-4.4064, 6.8839, -0.6438], [5.4432, 3.7875, 2.0503], [7.1486, -5.7354, -1.3474], [-0.6993, 0.4210, 0.0193], [5.7086, -3.2058, -3.6918], [7.2441, -0.3711, 0.4070], [-0.0521, -0.3470, 1.5074], [-3.8595, 7.3319, 6.4840], [-1.0128, -2.7538, -7.2791], [-2.8128, 7.6346, -0.2989], [4.5479, -4.0905, -0.1613], [5.1692, -1.5935, -1.7303], [-0.0508, -2.0958, -2.0977], [3.2862, 1.0016, 0.9385], [-4.4787, 0.3300, -1.8470]],
  "mulliken_charge": [-0.20, 0.16, 0.11, -0.21, -0.29, -0.46, -0.28, -0.20, -0.40, -0.27, -0.28, -0.51, -0.29, -0.23, -0.24, -0.36, -0.81, -0.38, -0.76, -0.38, -0.66, -0.97, -0.64, -0.40, -0.57, -0.48, -0.40, -0.51, -0.30, -0.59, -0.38, -0.81, -0.68, -0.47, 0.09, 0.35, -0.70, -0.26, -0.67, -0.77, -0.51, -0.25, 0.23, 0.06, 0.11, 0.07, 0.37, 0.54, 0.01, 0.15, 0.30, 0.00, 0.49, 0.44, 0.02, -0.24, 0.49, 0.17, -0.03, 0.26, 0.33, 0.38, 0.32, 0.20, 0.37, 0.45, 0.40, 0.17, 0.43, 0.17, 0.18, 0.37, 0.42, 0.32, 0.41, 0.46, 0.47, 0.24, 0.27, 0.32, 0.50, 0.36, 0.33, -0.27, 0.15, 0.34, 0.30, 0.24, 0.44, 0.42, 0.37, 0.32, 0.25, 0.24, 0.38, 0.46, 0.36, 0.25, 0.33, 0.34, 0.34, 0.19, 0.13, 0.17, 0.35, 0.42]
}

{
  "formula": "C29H12Cl4F15GeN2O2PtS2SbSe4",
  "method": "ωB97M-V/def2-TZVPD",
  "charge": -2,
  "multiplicity": 3,
  "lumo_energy_ev": [2.425, 1.320],
  "e_homo_ev": [-3.7, -3.6],
  "e_tot_ev": -477552.687,
  "molar_mass_g_mol": 1616.6,
  "symbols": ["Pt", "Sb", "Se", "Se", "Se", "Se", "Ge", "Cl", "Cl", "Cl", "Cl", "S", "S", "F", "F", "F", "F", "F", "F", "F", "F", "F", "F", "F", "F", "F", "F", "F", "O", "O", "N", "N", "C", "C", "C", "C", "C", "C", "C", "C", "C", "C", "C", "C", "C", "C", "C", "C", "C", "C", "C", "C", "C", "C", "C", "C", "C", "C", "C", "C", "C", "H", "H", "H", "H", "H", "H", "H", "H", "H", "H", "H", "H"],
  "xyz": [[-1.1543, 1.1304, 1.2982], [-6.2331, -4.0715, 4.8705], [-3.2760, 0.2478, 1.1923], [-4.5784, -5.6327, 3.7306], [-6.4882, -4.3189, 7.3012], [-8.0822, -3.2514, 3.5650], [-0.1825, 1.8987, -1.9248], [0.4439, 0.0702, 5.9671], [3.1034, 1.4283, 6.6483], [4.6869, 3.0510, 4.4552], [3.5915, 3.1704, 1.5216], [-1.8700, 1.7475, -0.6407], [1.7847, -3.3893, 1.4472], [2.1531, -3.0163, -2.8659], [1.7112, 3.3273, -3.7348], [-3.7631, 3.6864, -5.3750], [0.4480, 6.9413, 0.0191], [4.8495, 0.5055, -1.4566], [-0.1069, -1.3301, -2.6650], [-0.5084, 0.7090, -7.2064], [-0.4259, 4.3962, 0.3274], [-2.6186, 3.4269, -3.0643], [4.4573, -2.0743, -2.1635], [0.6119, 0.5465, -4.7890], [2.1214, 7.6256, -1.9521], [2.9653, 5.7559, -3.7332], [2.8272, 2.1667, -1.2714], [-2.8687, 2.0750, -7.4801], [-0.5588, 0.5946, 3.1905], [0.7921, 1.8728, 1.2518], [-0.4965, -2.9383, 2.6477], [-0.6309, -4.1794, 0.6967], [-0.4589, 1.3321, -4.9500], [0.6160, 3.7261, -1.7169], [-0.9138, 2.0349, -3.8493], [2.0588, 5.4148, -2.7893], [2.5375, 0.9076, -1.6385], [2.4997, 1.5041, 5.0044], [-2.1216, -2.9927, 4.4854], [1.2681, 0.4916, -1.9611], [-2.0586, 2.7563, -4.0689], [2.1642, -1.7485, -2.4319], [-0.0795, -4.9888, -0.3419], [0.3595, 4.6906, -0.6986], [1.3689, 1.7453, 2.4493], [0.1108, -3.5586, 1.6102], [0.8250, 6.0040, -0.8142], [1.1322, -0.9051, -2.3458], [1.4348, 4.1582, -2.7064], [-1.9361, -2.9250, 2.9373], [3.6178, 0.0771, -1.7406], [0.1475, -6.4802, 0.0488], [0.6634, 1.0078, 3.4536], [3.1633, 2.2826, 4.0792], [-2.6948, 2.8825, -5.2787], [2.6210, 2.3380, 2.7557], [-1.0698, 1.3594, -6.1829], [-2.2098, 2.1092, -6.3151], [1.6637, 6.3642, -1.8533], [3.3929, -1.2244, -2.0823], [1.2662, 0.8344, 4.6973], [-1.5947, -4.3003, 0.8861], [-2.4961, -3.7226, 2.4407], [0.8124, -6.4277, 0.9419], [-1.8123, -3.9473, 4.8720], [-3.2180, -2.8445, 4.7866], [-1.5927, -2.1836, 4.9487], [-0.6941, -4.8696, -1.2580], [-2.2949, -1.9368, 2.6264], [0.0785, -2.4019, 3.2811], [0.5922, -7.1052, -0.7212], [0.8859, -4.5884, -0.6194], [-0.7400, -7.0414, 0.2520]],
  "mulliken_spin": [0.34, 0.00, 1.52, 0.00, 0.00, 0.00, 0.00, 0.00, 0.00, 0.00, 0.00, 0.02, 0.00, 0.00, 0.00, 0.00, 0.00, 0.00, 0.00, 0.00, 0.00, 0.00, 0.00, 0.00, 0.00, 0.00, 0.00, 0.00, 0.03, 0.04, 0.00, 0.00, 0.00, 0.02, 0.00, 0.00, -0.01, 0.01, 0.00, 0.01, 0.00, 0.00, 0.00, 0.00, -0.01, 0.00, 0.00, -0.01, -0.01, -0.08, 0.00, 0.00, 0.02, -0.01, 0.00, 0.01, 0.00, 0.00, 0.00, 0.00, 0.01, 0.00, 0.00, 0.00, 0.00, 0.00, 0.00, 0.00, 0.09, 0.00, 0.00, 0.00, 0.00]
}

{
  "formula": "C9H19N5O",
  "method": "ωB97M-V/def2-TZVPD",
  "charge": 2,
  "smiles": "[NH2+]=CN(/C=C\\C(=[NH2+])NO)N1CCCCC1",
  "lumo_energy_ev": -8.146,
  "e_homo_ev": -16.8,
  "e_tot_ev": -19118.745,
  "molar_mass_g_mol": 213.3,
  "symbols": ["O", "N", "N", "N", "N", "N", "C", "C", "C", "C", "C", "C", "C", "C", "C", "H", "H", "H", "H", "H", "H", "H", "H", "H", "H", "H", "H", "H", "H", "H", "H", "H", "H", "H"],
  "xyz": [[-0.4789, 3.2307, 0.0276], [-2.7527, 2.8698, -1.4297], [0.1284, -0.3380, -1.4765], [0.2477, -0.2509, 0.0565], [1.2062, 0.1897, -3.5699], [-0.7259, 2.1369, -0.7027], [0.6725, -1.3856, 2.6288], [-1.2169, -0.4522, -1.9116], [-0.6788, -1.2182, 0.6436], [1.6448, -0.2664, 2.1059], [1.6156, -0.3291, 0.5956], [-1.8867, 1.8959, -1.3092], [-2.1097, 0.5722, -1.8378], [1.1297, 0.0062, -2.2595], [-0.7401, -1.0273, 2.1394], [0.7032, -1.1776, 3.8172], [-1.5546, -1.5647, 2.6456], [2.1732, 0.1708, -3.8654], [-0.3855, 1.1619, -0.1538], [2.0104, 0.1532, -1.6743], [0.7603, -2.4475, 2.3858], [1.2376, 0.6848, 2.5863], [2.6628, -0.5331, 2.4873], [2.0287, -1.2372, 0.1696], [-0.2221, -2.1870, 0.2844], [-1.4585, -1.3382, -2.4231], [0.4531, 3.3819, -0.0441], [2.2284, 0.6426, 0.2205], [-1.5398, -0.8826, 0.1006], [-2.4334, 3.7445, -1.0800], [-0.8674, 0.1216, 2.2133], [0.4567, -0.2493, -4.0831], [-3.2165, 0.3371, -2.0134], [-3.7589, 2.8261, -1.7563]],
  "nbo_charge": [-0.50, -0.69, -0.26, -0.24, -0.69, -0.28, -0.42, 0.00, -0.23, -0.43, -0.25, 0.44, -0.22, 0.39, -0.41, 0.25, 0.27, 0.45, 0.43, 0.23, 0.23, 0.24, 0.27, 0.22, 0.20, 0.26, 0.50, 0.21, 0.21, 0.44, 0.20, 0.43, 0.29, 0.46]
}

{
  "formula": "C4H11N3O3",
  "method": "ωB97M-V/def2-TZVPD",
  "charge": 0,
  "lumo_energy_ev": -0.671,
  "e_homo_ev": -8.4,
  "e_tot_ev": -14935.242,
  "molar_mass_g_mol": 149.2,
  "symbols": ["O", "O", "O", "N", "N", "N", "C", "C", "C", "C", "H", "H", "H", "H", "H", "H", "H", "H", "H", "H", "H"],
  "xyz": [[0.4083, -1.4373, 0.7783], [0.4936, 0.6802, -1.6667], [-1.0614, -1.1840, -1.0954], [1.1770, 0.7786, 0.5836], [1.3083, -2.0246, -0.1524], [2.2741, 0.4812, 0.0621], [-0.7335, -0.6347, 0.0023], [0.0731, 0.7981, -0.3398], [-1.7631, -0.4843, 1.1038], [-0.7621, 2.0495, -0.1232], [-1.0053, 2.1923, 0.9281], [3.0609, 0.3132, 0.6761], [2.2989, 0.2138, -0.9291], [-0.2177, 2.9218, -0.4892], [-2.5925, 0.1306, 0.7562], [-2.1381, -1.4804, 1.3359], [-1.6827, 1.9525, -0.6980], [-1.3297, -0.0467, 2.0033], [0.7430, -2.1764, -0.9975], [-0.0453, -0.0985, -1.9759], [1.4943, -2.9450, 0.2376]],
  "nbo_charge": [-0.49, -0.76, -0.79, 0.05, -0.57, -0.36, 0.58, 0.24, -0.67, -0.63, 0.22, 0.40, 0.42, 0.22, 0.22, 0.24, 0.23, 0.21, 0.37, 0.52, 0.35]
}

{
  "formula": "CH3NO2S2",
  "method": "ωB97M-V/def2-TZVPD",
  "charge": 0,
  "lumo_energy_ev": -1.268,
  "e_homo_ev": -8.6,
  "e_tot_ev": -28335.584,
  "molar_mass_g_mol": 125.2,
  "symbols": ["S", "S", "O", "O", "N", "C", "H", "H", "H"],
  "xyz": [[-1.2897, -1.8871, -0.6568], [2.2450, -0.7363, -0.5994], [-0.6620, 1.4130, -0.0309], [1.0484, 2.1281, 1.3068], [0.5700, 1.2849, 0.3305], [1.3058, 0.4204, -0.1465], [0.2388, 2.4114, 1.7443], [-2.3421, -2.5849, -0.1843], [-1.1141, -2.4494, -1.7636]],
  "nbo_charge": [-0.27, 0.23, -0.53, -0.52, 0.19, 0.13, 0.50, 0.15, 0.12]
}

{
  "formula": "C28H21BrN6O2PPtSe",
  "method": "ωB97M-V/def2-TZVPD",
  "charge": 3,
  "lumo_energy_ev": -12.266,
  "e_homo_ev": -15.8,
  "e_tot_ev": -190306.749,
  "molar_mass_g_mol": 858.4,
  "symbols": ["Pt", "Br", "Se", "P", "O", "O", "N", "N", "N", "N", "N", "N", "C", "C", "C", "C", "C", "C", "C", "C", "C", "C", "C", "C", "C", "C", "C", "C", "C", "C", "C", "C", "C", "C", "C", "C", "C", "C", "C", "C", "H", "H", "H", "H", "H", "H", "H", "H", "H", "H", "H", "H", "H", "H", "H", "H", "H", "H", "H", "H", "H"],
  "xyz": [[0.8186, -0.8344, 0.4428], [-5.8846, -4.4506, -0.8877], [4.5289, -2.1888, 2.2711], [0.0104, 1.3670, -0.4712], [-2.0404, 0.7509, -0.3123], [-1.5024, -1.3500, 0.2032], [4.3999, -3.8490, 1.8602], [2.9807, -1.8056, 1.4943], [0.3192, 0.2661, 2.3002], [-5.7791, -0.4162, -1.4627], [1.3020, -2.9481, 0.3566], [-0.1285, 2.1532, 1.0133], [-6.1750, -1.6521, -1.4409], [-4.0412, -2.2624, -0.5473], [-4.6080, 0.0062, -1.0746], [0.2906, -0.4055, 3.4530], [2.7799, -5.3368, 0.7251], [0.3393, 4.8755, -2.4929], [0.8521, -4.1075, -0.0828], [2.2411, 0.3500, -1.7752], [4.1902, 1.2216, 0.0017], [1.8769, 1.0499, -0.6069], [0.5918, 3.7891, -1.6628], [-0.3291, 2.7415, -1.6076], [-0.2806, 0.1213, 4.5933], [2.4833, -2.9375, 0.9967], [-1.4855, 2.7811, -2.3789], [4.5515, 0.5626, -1.1675], [-0.8336, 1.3985, 4.5252], [2.8591, 1.4647, 0.3027], [-5.3127, -2.6550, -0.9543], [3.5776, 0.1357, -2.0637], [-0.2031, 1.4946, 2.2183], [-0.8107, 4.9124, -3.2697], [-0.7904, 2.0969, 3.3390], [-2.2861, -0.4772, -0.1968], [1.5637, -5.3100, 0.0845], [-3.6724, -0.9248, -0.6129], [3.2791, -4.1134, 1.2085], [-1.7317, 3.8781, -3.1976], [-0.5642, 3.0695, 0.9918], [0.7663, -1.3788, 3.4627], [3.3477, -6.2444, 0.8605], [-2.6405, 3.9208, -3.7790], [1.1345, -6.2210, -0.3009], [1.0437, 5.6937, -2.5314], [1.4927, 3.7721, -1.0652], [-0.1042, -4.1075, -0.5886], [5.5957, 0.3976, -1.3875], [-4.3925, 1.0656, -1.1124], [-1.2258, 3.0803, 3.2504], [-0.9904, 5.7511, -3.9246], [-2.1923, 1.9689, -2.3348], [-7.1710, -1.8769, -1.8023], [4.9508, 1.5673, 0.6838], [3.8570, -0.3481, -2.9869], [1.4804, 0.0780, -2.4999], [2.5985, 2.0110, 1.1995], [-3.3331, -2.9830, -0.1663], [-0.3010, -0.4448, 5.5101], [-1.2931, 1.8364, 5.3977]],
  "nbo_charge": [1.15, 0.16, 1.22, 1.66, -0.62, -0.60, -0.56, -0.75, -0.45, -0.38, -0.57, -0.93, 0.09, -0.16, 0.09, 0.07, -0.07, -0.17, 0.16, -0.12, -0.20, -0.47, -0.22, -0.36, -0.23, 0.26, -0.17, -0.09, -0.07, -0.17, -0.13, -0.22, 0.39, -0.11, -0.24, 0.83, -0.25, -0.21, 0.12, -0.19, 0.46, 0.24, 0.28, 0.26, 0.28, 0.26, 0.23, 0.24, 0.26, 0.21, 0.26, 0.26, 0.24, 0.24, 0.26, 0.26, 0.24, 0.25, 0.24, 0.27, 0.27]
}

Number 1 is which compound?
C26H64O13PS2

Please write out number 4 again, unchanged.
{
  "formula": "C4H11N3O3",
  "method": "ωB97M-V/def2-TZVPD",
  "charge": 0,
  "lumo_energy_ev": -0.671,
  "e_homo_ev": -8.4,
  "e_tot_ev": -14935.242,
  "molar_mass_g_mol": 149.2,
  "symbols": ["O", "O", "O", "N", "N", "N", "C", "C", "C", "C", "H", "H", "H", "H", "H", "H", "H", "H", "H", "H", "H"],
  "xyz": [[0.4083, -1.4373, 0.7783], [0.4936, 0.6802, -1.6667], [-1.0614, -1.1840, -1.0954], [1.1770, 0.7786, 0.5836], [1.3083, -2.0246, -0.1524], [2.2741, 0.4812, 0.0621], [-0.7335, -0.6347, 0.0023], [0.0731, 0.7981, -0.3398], [-1.7631, -0.4843, 1.1038], [-0.7621, 2.0495, -0.1232], [-1.0053, 2.1923, 0.9281], [3.0609, 0.3132, 0.6761], [2.2989, 0.2138, -0.9291], [-0.2177, 2.9218, -0.4892], [-2.5925, 0.1306, 0.7562], [-2.1381, -1.4804, 1.3359], [-1.6827, 1.9525, -0.6980], [-1.3297, -0.0467, 2.0033], [0.7430, -2.1764, -0.9975], [-0.0453, -0.0985, -1.9759], [1.4943, -2.9450, 0.2376]],
  "nbo_charge": [-0.49, -0.76, -0.79, 0.05, -0.57, -0.36, 0.58, 0.24, -0.67, -0.63, 0.22, 0.40, 0.42, 0.22, 0.22, 0.24, 0.23, 0.21, 0.37, 0.52, 0.35]
}